C2H4N2O | ωB97M-V with the def2-TZVPD basis set

The geometry in XYZ format:
```
9
Properties=species:S:1:pos:R:3:forces:R:3:mulliken_charge:R:1
H -1.317602 -1.755168 0.026309 0.0359 0.5614 0.1230 0.212
N 0.377016 1.415486 0.790857 -0.3412 1.2900 0.9355 -0.221
N 0.827012 1.827087 -0.271258 0.6036 -2.3433 0.9051 -0.211
O 0.442930 -0.725564 -0.209902 0.5247 -1.5968 -0.9544 -0.351
C -0.981061 -0.755079 -0.277744 -0.8519 2.5268 0.0792 -0.575
H -1.388235 -0.516863 -1.343662 1.0421 -0.4490 1.7252 0.211
H -1.274682 0.136491 0.408446 -0.5333 -2.0634 -1.0719 0.351
C 1.102853 0.250521 0.393600 1.0320 1.9689 -1.9785 0.212
H 2.211769 0.123089 0.483354 -1.5118 0.1053 0.2367 0.373
```
Forces are in eV/Å.

Output
Structure (SMILES): COC1N=N1
Energy in eV: -7162.580
Frontier orbital gap in eV: 9.24
Highest occupied orbital energy in eV: -8.404

=====

C9H13BN2O9 | ωB97M-V with the def2-TZVPD basis set

The geometry in XYZ format:
```
34
Properties=species:S:1:pos:R:3:forces:R:3:mulliken_charge:R:1
H -0.134549 2.411682 -1.486250 -0.0303 0.0844 0.3275 0.361
C 3.175426 1.520066 -0.780033 -0.0620 -0.3441 -0.0644 0.175
C 1.894141 2.408219 -0.611158 0.7131 -0.5113 0.6705 0.178
O 2.966513 0.270306 -0.783693 0.0569 0.1754 0.0067 -0.690
O 1.426107 3.130081 -3.496486 -0.0077 0.1876 -0.2197 -0.544
H -2.449769 -2.787207 2.491949 0.0456 -0.0224 -0.0248 0.361
C 1.258391 2.053510 -2.976126 -0.1391 0.1783 0.0216 -0.205
H 1.409209 1.147162 -3.591846 0.1082 -0.2114 0.0954 0.365
H -4.004374 -2.474354 1.736967 -0.0307 -0.0387 -0.0320 0.346
H 1.598748 0.043548 1.187691 0.0221 -0.1832 -0.2765 0.273
H -3.258130 -3.626100 -0.336000 0.0216 -0.0337 -0.0223 0.243
C -1.274459 -4.132306 0.346818 0.0739 -0.0908 -0.0485 -0.543
O -0.386592 -1.400916 -1.445957 -0.1026 -0.1438 -0.2951 -0.482
C 1.467885 3.828081 1.388964 0.0147 0.4238 0.0242 0.513
O -0.940088 2.061427 1.435234 -0.3529 -0.7726 -0.0108 -0.611
H 2.172045 3.412014 -0.919326 -0.1706 0.1341 0.0507 0.242
C 0.810281 1.863915 -1.547829 0.2703 0.1219 -1.0083 0.078
C -2.527232 -3.284497 0.405795 -0.0470 0.0135 0.2451 0.519
O 0.534642 4.578670 1.025841 -0.0981 -0.0202 -0.2718 -0.730
O 4.262294 2.111696 -0.909726 0.0067 0.0162 -0.0536 -0.793
H -3.530615 -4.144236 2.099325 0.0000 -0.0215 -0.0299 0.378
C -0.934028 -2.232566 -0.813003 0.0150 0.0834 0.2381 0.573
H 0.174432 -0.342778 0.524070 -0.2439 -0.0923 0.2018 0.051
O -0.560637 -3.543961 -0.740812 -0.0774 -0.0337 0.0270 -0.326
H -1.336174 2.436288 0.646040 0.3045 0.7326 0.1997 0.273
O 2.393016 4.080680 2.177780 -0.0484 -0.0846 0.1014 -0.764
C -3.167024 -3.170615 1.765981 0.0427 0.2135 0.0814 -1.450
O -2.024552 -2.018960 -0.026760 -0.0410 -0.0930 -0.1921 -0.300
B 0.364113 1.610971 1.168260 0.4293 -0.3043 0.1259 0.315
H 0.680574 0.791939 -1.441695 -0.1150 -0.0196 0.4764 -0.148
N 0.595826 0.170265 1.287280 0.3172 0.2955 -0.0253 -0.565
H -0.669303 -4.037410 1.251948 -0.0724 0.0407 0.0556 0.334
N 1.484537 2.449458 0.819841 -0.8646 0.3033 -0.2343 0.277
H -1.470655 -5.184066 0.146917 0.0619 0.0173 -0.1394 0.295
```
Forces are in eV/Å.

Output
Energy in eV: -31631.022
Total charge: -2
Frontier orbital gap in eV: 4.30
Highest occupied orbital energy in eV: -0.416

=====

C26H21BrMnN5OS | ωB97M-V with the def2-TZVPD basis set

The geometry in XYZ format:
```
56
Properties=species:S:1:pos:R:3:forces:R:3:mulliken_charge:R:1
C -2.304460 1.892114 -2.010553 -0.0116 0.0084 0.1231 0.657
C -2.618603 2.199530 -4.312525 -0.0130 0.0104 0.0159 -0.189
C -1.670300 1.207438 -4.530476 -0.0017 -0.0067 -0.0237 -0.955
C 0.313887 -3.167456 -0.182994 -0.0155 0.0577 0.0111 -0.060
H 3.696878 -4.107520 -1.887528 -0.0078 0.0096 0.0031 0.451
C 0.798298 -4.456722 -0.147312 0.0023 -0.0169 0.0007 -0.931
H -4.534498 -3.498827 1.737876 0.0072 0.0023 0.0003 0.489
H 4.162432 3.643292 4.028218 0.0089 0.0257 -0.0090 0.458
C -3.828832 -2.796617 1.313535 -0.0198 -0.0105 0.0077 -0.738
H 4.773997 5.399061 2.392502 -0.0093 -0.0045 -0.0114 0.449
C -0.890164 -0.665308 2.297715 0.1367 0.1184 -0.0462 1.143
C -1.071523 0.596703 -3.447203 0.0199 -0.0566 -0.0096 -0.134
N -0.231308 0.186782 1.549253 -0.1774 -0.1581 0.1453 1.465
C -2.969602 -1.546003 -0.532455 0.0569 -0.0457 -0.0283 -0.148
N -1.386082 0.942873 -2.186967 0.0468 -0.0392 0.2519 0.461
C 3.674245 3.677189 3.064365 0.0194 0.0440 -0.0066 -0.843
H -2.758540 -2.475216 3.160693 -0.0290 -0.0022 -0.0087 0.570
H 2.368312 -5.821042 -0.708354 -0.0147 0.0018 0.0113 0.432
C -2.958112 2.560704 -3.010600 -0.0437 0.0367 -0.0953 -0.791
S 2.989768 -1.177156 -2.219033 0.0485 -0.0317 0.0092 -0.145
C -1.957062 -1.328110 1.546288 -0.0493 -0.0271 -0.0187 0.299
C 1.706938 -0.218825 -1.701174 0.0945 -0.0266 -0.0944 -0.417
C -3.892490 -2.453713 -0.022401 -0.0254 -0.0310 -0.0027 -0.820
N -2.026699 -0.995544 0.225467 -0.0140 0.1326 -0.0447 0.520
H 3.680545 5.518202 0.168592 0.0336 0.0183 0.0393 0.467
N 0.731981 0.963844 2.063213 0.0467 0.2137 -0.2384 -1.116
H 1.950700 3.872084 -0.440255 -0.0186 -0.0391 0.0078 0.476
C 2.441525 3.828174 0.521418 -0.0032 -0.0430 0.0558 -0.372
H 0.218260 -0.316267 4.078196 0.0173 0.0033 0.0031 0.375
C 2.082685 2.818887 1.453577 0.0979 0.0769 0.0950 0.736
H -4.642959 -2.875722 -0.676557 0.0109 -0.0004 -0.0030 0.493
H -0.633914 -2.942162 0.274034 -0.0123 -0.0342 0.0205 0.343
C 1.062671 -2.183862 -0.835620 0.0414 0.0456 -0.0111 -0.319
H -3.100543 2.691887 -5.147563 0.0084 -0.0047 -0.0012 0.455
H 0.222131 -5.224440 0.352022 0.0143 0.0026 -0.0077 0.454
C 1.094748 1.851949 1.107091 -0.1065 -0.3201 0.0079 0.472
H 2.419418 1.995586 3.443812 -0.0077 -0.0233 -0.0257 0.480
C -0.613487 -0.915632 3.726608 -0.0460 -0.0203 0.0190 -1.632
C 3.396419 4.738667 0.862097 0.0569 0.0585 0.0317 -0.758
H -1.396580 0.905958 -5.531844 -0.0115 0.0099 0.0027 0.480
O 0.551008 1.816748 -0.073819 -0.0183 0.0358 0.1263 -0.819
C 2.761544 -3.850261 -1.408421 0.0569 -0.0480 -0.0327 -0.544
C 2.269930 -2.547558 -1.443721 -0.0471 0.1125 -0.0337 0.844
H 1.675293 0.835871 -1.931689 -0.0138 -0.0003 0.0105 0.440
H -2.982728 -1.267818 -1.578276 -0.0132 0.0267 0.0051 0.505
H -1.498803 -0.689929 4.327423 -0.0036 0.0084 -0.0156 0.413
Br -2.628672 2.206391 -0.154648 0.0059 0.0001 -0.0355 0.116
H -0.388294 -1.975180 3.876273 0.0029 0.0020 -0.0123 0.413
H -3.694524 3.322165 -2.794591 0.0077 -0.0061 -0.0121 0.500
C 2.015323 -4.799916 -0.750907 -0.0063 -0.0304 0.0103 -0.609
Mn -0.704596 0.422054 -0.325982 0.3498 -0.2275 -0.3070 -0.878
C 4.017830 4.667084 2.134453 0.0051 0.0026 -0.0188 -0.271
H -0.335278 -0.186935 -3.565922 0.0015 0.0080 0.0116 0.534
C 2.711812 2.761801 2.741752 -0.0400 0.0427 -0.0914 -0.075
N 0.769856 -0.815479 -0.998922 -0.4295 0.1775 0.1683 0.756
C -2.839780 -2.223817 2.111841 0.0114 -0.0380 0.0511 -0.581
```
Forces are in eV/Å.

Output
Energy in eV: -148973.359
Total charge: +3
Frontier orbital gap (spin up / spin down) in eV: 6.92 / 4.61
Multiplicity: 4
⟨S²⟩: 3.844
Highest occupied orbital energy (spin up / spin down) in eV: -16.842 / -16.852